P | Density functional theory data (ωB97M-V/def2-TZVPD) for the ion C5H10N3O with charge +1.

```
19
Properties=species:S:1:pos:R:3:mulliken_charge:R:1
C 1.03 -0.40 -0.23 0.5115
C 0.58 0.79 0.10 0.1993
C 2.56 -0.45 -0.53 -0.9275
C -2.59 -2.30 -1.79 -0.5724
C 0.21 2.15 2.00 -0.9015
N 0.42 -1.65 -0.21 -0.4204
N -1.51 -1.45 -1.46 -0.2713
N 0.20 1.88 0.55 -0.1577
O -0.67 -2.03 -0.69 0.2101
H 2.92 0.51 -0.09 0.3464
H 2.94 -1.17 0.18 0.3444
H 2.70 -0.60 -1.73 0.2913
H -2.81 -2.21 -2.94 0.2569
H -2.16 -3.43 -1.66 0.3298
H -3.35 -1.97 -1.19 0.2685
H 0.38 1.41 2.75 0.3407
H 0.82 2.93 2.26 0.4009
H -0.77 2.52 2.10 0.3903
H -0.08 2.78 0.02 0.3607
```

Kohn-Sham gap (spin up / spin down)	8.4 / 8.9	eV
HOMO (spin up / spin down)	-13.08 / -13.09	eV
charge	+1
LUMO level (spin up / spin down)	-4.6526 / -4.1483	eV
molecular weight	128.16	g mol⁻¹

---

Q | Density functional theory data (ωB97M-V/def2-TZVPD) for the ion C5H10N3O with charge +1.

```
19
Properties=species:S:1:pos:R:3:mulliken_charge:R:1
C -1.69 -1.12 -0.16 -1.3309
C -0.99 0.19 -0.15 0.1195
C 0.43 0.23 -0.67 -0.2685
N 0.23 0.32 0.80 -0.0644
C 0.47 -0.03 1.94 0.0472
N 1.67 -0.05 2.49 -0.0688
C 2.84 -0.01 1.71 0.3264
N 2.78 -0.55 0.45 -0.4670
O 3.76 0.69 2.02 -0.4834
H -1.11 -1.98 0.09 0.3880
H -2.46 -0.92 0.58 0.3679
H -2.21 -1.18 -1.09 0.3787
H -1.69 1.15 -0.15 0.3286
H 0.94 -0.63 -0.89 0.2729
H 0.92 1.16 -1.02 0.2556
H -0.25 -0.18 2.78 0.3792
H 1.88 -0.50 3.39 0.3125
H 3.58 -0.30 0.02 0.2100
H 2.78 -1.61 0.27 0.2965
```

Kohn-Sham gap	10.8	eV
HOMO	-14.46	eV
charge	+1
LUMO level	-3.6549	eV
molecular weight	128.16	g mol⁻¹

---

R | Density functional theory data (ωB97M-V/def2-TZVPD) for the ion C5H10N3O with charge +1.

```
19
Properties=species:S:1:pos:R:3:mulliken_charge:R:1
C 0.91 0.74 0.02 -0.2054
C -0.47 1.13 -0.12 0.8593
C -1.54 0.31 0.19 -0.1068
C 3.00 -0.37 0.07 -0.8310
C -3.19 -1.32 0.25 -0.5271
N 1.04 -1.53 -0.46 -0.8790
N 1.55 -0.42 -0.14 0.6209
N -0.67 2.46 -0.21 -0.3894
O -2.24 -0.51 -0.44 -0.1610
H 1.56 1.58 0.21 0.0810
H 3.51 -0.82 -0.79 0.3194
H 3.37 0.64 0.20 0.2845
H 3.25 -0.95 0.96 0.3575
H -4.19 -1.01 -0.06 0.2726
H -3.08 -1.24 1.33 0.3540
H -3.02 -2.35 -0.08 0.2639
H 1.72 -2.28 -0.56 0.2614
H 0.09 3.10 -0.12 0.2046
H -1.60 2.84 -0.25 0.2205
```

Kohn-Sham gap (spin up / spin down)	7.8 / 7.8	eV
HOMO (spin up / spin down)	-12.39 / -12.40	eV
charge	+1
LUMO level (spin up / spin down)	-4.5897 / -4.5901	eV
molecular weight	128.16	g mol⁻¹

---

The calculated energies rank the structures as follows, beginning with the most stable: Q, R, P.

---

P | Density functional theory data (ωB97M-V/def2-TZVPD) for a cluster of 3 separate species, FN2O3S in total.

```
7
Properties=species:S:1:pos:R:3:mulliken_charge:R:1
N 1.15 -0.73 1.31 0.5581
N -1.51 0.81 -1.25 0.2904
O 1.71 -0.10 2.16 -0.4295
O -0.91 1.60 -1.97 -0.5387
O -2.72 0.74 -1.13 -0.5183
F 2.42 -1.58 0.40 -0.5347
S -0.14 -0.74 0.49 0.1727
```

Kohn-Sham gap (spin up / spin down)	6.1 / 6.2	eV
HOMO (spin up / spin down)	-3.72 / -3.77	eV
charge	-1
LUMO level (spin up / spin down)	2.3686 / 2.4130	eV
molecular weight	127.08	g mol⁻¹

---

Q | Density functional theory data (ωB97M-V/def2-TZVPD) for a cluster of 2 separate species, FN2O3S in total.

```
7
Properties=species:S:1:pos:R:3:mulliken_charge:R:1
N 1.01 1.22 -0.63 0.3806
N -0.90 -1.29 0.18 0.7426
O 2.12 0.91 -0.32 -0.4248
O -0.12 -2.07 0.70 -0.5652
O -2.14 -1.45 0.17 -0.5470
F 0.46 2.48 0.43 -0.5605
S -0.42 0.21 -0.53 -0.0257
```

Kohn-Sham gap (spin up / spin down)	8.2 / 8.2	eV
HOMO (spin up / spin down)	-4.50 / -4.50	eV
charge	-1
LUMO level (spin up / spin down)	3.7419 / 3.7418	eV
molecular weight	127.08	g mol⁻¹

---

The calculated energies rank the structures as follows, beginning with the most stable: Q, P.

---

P | Density functional theory data (ωB97M-V/def2-TZVPD) for an isolated molecule of C6H10O3.

```
19
Properties=species:S:1:pos:R:3:mulliken_charge:R:1
C -0.09 -0.17 1.16 -0.3315
C -1.54 -1.20 -1.02 -1.3479
C 0.63 1.97 -0.51 -1.4432
C -1.18 0.07 -0.25 1.0317
C 0.34 0.51 -0.42 0.6817
C 1.30 -0.38 0.16 -0.3296
O -0.38 -1.40 1.75 -0.5517
O 2.54 0.14 0.53 -0.5259
O -2.03 1.00 -0.18 -0.7851
H -1.31 -1.61 1.63 0.3678
H 3.18 -0.58 0.63 0.3670
H 0.07 0.62 1.89 0.3839
H 1.27 -1.44 -0.07 0.4108
H -0.89 -2.06 -0.83 0.3324
H -1.47 -0.98 -2.08 0.3416
H -2.57 -1.50 -0.81 0.3681
H -0.24 2.50 -0.91 0.3752
H 0.86 2.40 0.47 0.2959
H 1.51 2.11 -1.14 0.3587
```

Kohn-Sham gap	8.4	eV
HOMO	-8.01	eV
charge	0
LUMO level	0.4115	eV
molecular weight	130.14	g mol⁻¹

---

Q | Density functional theory data (ωB97M-V/def2-TZVPD) for a cluster of 2 separate species, C6H10O3 in total.

```
19
Properties=species:S:1:pos:R:3:mulliken_charge:R:1
O 0.20 -1.09 -0.08 -0.4054
C 1.39 -0.43 -0.12 0.6502
C 1.50 1.00 0.13 -0.4617
C 2.85 1.25 0.18 -0.3828
O 3.56 0.12 -0.04 -0.3347
C 2.65 -0.88 -0.21 -0.5436
H 0.31 -1.92 -0.56 0.2844
H 0.71 1.73 0.27 0.4317
H 3.42 2.16 0.35 0.3764
H 3.03 -1.87 -0.39 0.3893
C -4.20 0.81 -0.39 -0.6435
O -2.92 0.45 0.07 -0.2565
C -2.86 -0.90 0.48 -0.6113
H -4.48 0.21 -1.28 0.2732
H -4.22 1.89 -0.64 0.2170
H -4.97 0.65 0.39 0.2732
H -3.72 -1.15 1.16 0.3240
H -1.93 -1.04 1.04 0.1697
H -2.86 -1.58 -0.39 0.2505
```

Kohn-Sham gap	9.3	eV
HOMO	-8.61	eV
charge	0
LUMO level	0.7287	eV
molecular weight	130.14	g mol⁻¹

---

The calculated energies rank the structures as follows, beginning with the most stable: Q, P.

---

P | Density functional theory data (ωB97M-V/def2-TZVPD) for an isolated molecule of C6H10O3.

```
19
Properties=species:S:1:pos:R:3:mulliken_charge:R:1
C 1.92 1.20 0.49 -0.7916
C 1.04 0.21 0.70 -0.3200
C -0.55 0.11 -0.01 1.7152
C -1.64 0.26 1.04 -1.6567
C -0.67 1.11 -1.15 -1.7458
C -0.37 -1.28 -0.47 0.4331
O -0.95 -2.31 -0.24 -0.6314
O 1.07 -1.31 -0.82 -0.1369
O 1.59 -2.68 -0.85 -0.3890
H 2.63 1.46 1.27 0.2678
H 1.94 1.79 -0.42 0.2685
H 1.09 -0.39 1.60 0.3111
H -2.63 0.23 0.58 0.3880
H -1.52 1.22 1.55 0.3934
H -1.60 -0.54 1.78 0.3592
H -0.52 2.13 -0.77 0.3637
H 0.07 0.94 -1.94 0.3861
H -1.66 1.04 -1.62 0.4385
H 0.77 -3.19 -0.71 0.3470
```

Kohn-Sham gap	9.8	eV
HOMO	-9.13	eV
charge	0
LUMO level	0.6959	eV
molecular weight	130.14	g mol⁻¹

---

Q | Density functional theory data (ωB97M-V/def2-TZVPD) for a structure of composition C6H10O3.

```
19
Properties=species:S:1:pos:R:3:mulliken_charge:R:1
C -0.31 0.61 -0.10 -0.2908
C 0.02 -0.34 -1.00 0.9900
C 0.15 1.51 1.59 0.6361
C -0.70 -0.55 -2.31 -1.5889
C 1.28 -1.18 -0.90 -1.2846
C 0.26 0.52 2.74 -0.4067
O -1.38 1.57 -0.38 -0.5636
O 0.06 2.67 1.50 -0.3880
O 0.61 -0.76 2.32 -0.5260
H -0.53 0.25 -3.06 0.3231
H -1.78 -0.37 -2.11 0.3992
H -0.50 -1.55 -2.68 0.3719
H 1.60 -1.03 0.12 0.4745
H 1.85 -0.84 -1.70 0.3763
H 0.87 -2.26 -1.05 0.2919
H -0.74 0.34 3.17 0.2424
H 0.74 0.75 3.68 0.3769
H -1.72 1.45 -1.27 0.2992
H 0.22 -0.81 1.45 0.2671
```

Kohn-Sham gap	9.4	eV
HOMO	-8.74	eV
charge	0
LUMO level	0.6893	eV
molecular weight	130.14	g mol⁻¹

---

The calculated energies rank the structures as follows, beginning with the most stable: Q, P.

---

P | Density functional theory data (ωB97M-V/def2-TZVPD) for an isolated molecule of C22H29N3O4S.

```
59
Properties=species:S:1:pos:R:3:mulliken_charge:R:1
C 0.58 5.19 -0.81 -0.6396
O 1.38 4.29 -1.55 -0.4957
C 1.64 3.03 -1.11 0.1253
C 2.44 2.29 -1.99 -0.9115
C 2.80 0.99 -1.73 -0.6626
C 2.37 0.38 -0.56 -0.1460
C 2.69 -1.02 -0.16 0.2215
O 2.60 -1.40 0.99 -0.7009
N 3.11 -1.83 -1.16 -0.1315
C 3.34 -3.24 -0.92 -1.1513
C 2.06 -4.03 -1.03 0.3181
C 1.13 -4.14 -0.05 -0.3306
S -0.21 -5.06 -0.60 -0.2080
C 0.60 -5.24 -2.15 0.5574
C -0.01 -6.01 -3.26 0.4557
C -1.35 -5.40 -3.66 -1.4094
C -0.18 -7.48 -2.85 -1.3968
N 1.74 -4.65 -2.20 -0.6073
C 1.59 1.11 0.33 -0.0041
C 1.21 2.42 0.09 0.8952
O 0.44 3.17 0.95 -0.3053
C 0.05 2.63 2.20 -0.3249
C -0.31 3.81 3.11 -0.9402
C -1.57 4.52 2.62 -0.8454
N -2.66 3.58 2.50 0.0767
C -3.70 3.66 3.37 1.1413
C -4.77 2.59 3.25 -1.3666
O -3.79 4.56 4.18 -0.6607
C -2.39 2.51 1.58 -1.0796
C -1.17 1.70 2.05 -0.4118
H 0.57 6.10 -1.41 0.3627
H 1.01 5.40 0.17 0.2320
H -0.44 4.82 -0.70 0.2222
H 2.77 2.79 -2.88 0.4552
H 3.45 0.48 -2.43 0.4656
H 2.96 -1.56 -2.12 0.2710
H 4.06 -3.62 -1.65 0.4003
H 3.74 -3.33 0.09 0.3870
H 1.15 -3.72 0.93 0.5128
H 0.68 -5.95 -4.11 0.1829
H -1.23 -4.36 -3.95 0.3588
H -2.05 -5.44 -2.82 0.3543
H -1.78 -5.94 -4.50 0.4045
H -0.86 -7.55 -2.00 0.3539
H 0.78 -7.91 -2.58 0.3642
H -0.60 -8.05 -3.68 0.4028
H 1.29 0.60 1.23 0.5721
H 0.89 2.07 2.65 0.5109
H 0.53 4.51 3.12 0.4160
H -0.47 3.43 4.12 0.4109
H -1.87 5.30 3.32 0.4438
H -1.38 4.97 1.64 0.2316
H -5.54 2.81 3.99 0.3365
H -5.22 2.60 2.26 0.3487
H -4.36 1.61 3.46 0.3266
H -3.25 1.86 1.46 0.5486
H -2.15 2.95 0.60 0.1220
H -0.97 0.91 1.33 0.4766
H -1.38 1.25 3.02 0.4642
```

Kohn-Sham gap	8.9	eV
HOMO	-8.37	eV
charge	0
LUMO level	0.4800	eV
molecular weight	431.56	g mol⁻¹

---

Q | Density functional theory data (ωB97M-V/def2-TZVPD) for an isolated molecule of C22H29N3O4S.

```
59
Properties=species:S:1:pos:R:3:mulliken_charge:R:1
C -4.54 -1.10 2.38 -0.7113
C -5.83 -1.64 1.79 -0.5415
N -5.66 -2.31 0.52 -0.2195
S -5.96 -1.48 -0.88 1.2219
O -7.24 -0.87 -0.75 -0.6734
O -5.71 -2.40 -1.95 -0.7057
C -4.72 -0.18 -0.94 0.0380
C -3.45 -0.49 -1.38 -0.9900
C -2.47 0.49 -1.35 -0.1126
C -2.76 1.77 -0.90 0.6235
C -1.67 2.79 -0.75 -1.0214
C -1.18 2.79 0.71 -1.1202
C -0.77 1.39 1.13 0.7962
O -1.56 0.66 1.71 -0.6336
N 0.48 0.97 0.82 0.1250
C 1.50 1.68 0.08 -0.8077
C 1.87 0.88 -1.18 -0.8367
N 2.31 -0.45 -0.85 0.0861
C 3.67 -0.65 -0.55 0.4590
C 4.64 -0.16 -1.43 -0.5812
C 5.99 -0.36 -1.21 -0.4463
C 6.42 -1.09 -0.11 0.7540
O 7.72 -1.36 0.20 -0.4521
C 8.72 -0.86 -0.65 -0.8384
C 5.46 -1.61 0.75 -1.0499
C 4.11 -1.40 0.54 -0.1464
C 1.29 -1.14 -0.09 -1.3032
C 0.89 -0.37 1.18 -0.5544
C -4.06 2.06 -0.49 -0.5056
C -5.04 1.09 -0.51 -0.5396
H -4.04 -0.40 1.72 0.0634
H -4.75 -0.59 3.32 0.3650
H -3.85 -1.92 2.59 0.2857
H -6.29 -2.34 2.49 0.3142
H -6.55 -0.84 1.59 0.3167
H -4.85 -2.91 0.46 0.2871
H -3.24 -1.49 -1.73 0.4741
H -1.47 0.25 -1.69 0.3198
H -2.06 3.79 -0.99 0.4554
H -0.85 2.57 -1.43 0.3075
H -2.02 3.07 1.36 0.5202
H -0.38 3.51 0.85 0.4154
H 1.17 2.68 -0.19 0.5312
H 2.39 1.76 0.71 0.2537
H 2.65 1.42 -1.72 0.3485
H 0.99 0.80 -1.83 0.2601
H 4.34 0.38 -2.31 0.4693
H 6.69 0.04 -1.92 0.3815
H 9.67 -1.18 -0.21 0.2424
H 8.63 -1.28 -1.66 0.3334
H 8.70 0.23 -0.70 0.3339
H 5.79 -2.19 1.60 0.4051
H 3.42 -1.82 1.25 0.3003
H 1.63 -2.15 0.16 0.5380
H 0.41 -1.23 -0.73 0.4759
H 0.05 -0.86 1.68 0.3758
H 1.74 -0.31 1.87 0.3785
H -4.29 3.06 -0.14 0.4436
H -6.05 1.30 -0.20 0.4915
```

Kohn-Sham gap	8.1	eV
HOMO	-7.62	eV
charge	0
LUMO level	0.5176	eV
molecular weight	431.56	g mol⁻¹

---

The calculated energies rank the structures as follows, beginning with the most stable: P, Q.